Entry 1:
{
  "formula": "C14H40Ag2F3NO12SV",
  "method": "wB97M-V/def2-TZVPD",
  "species": ["Ag", "Ag", "V", "S", "F", "F", "F", "O", "O", "O", "O", "O", "O", "O", "O", "O", "O", "O", "O", "N", "C", "C", "C", "C", "C", "C", "C", "C", "C", "C", "C", "C", "C", "C", "H", "H", "H", "H", "H", "H", "H", "H", "H", "H", "H", "H", "H", "H", "H", "H", "H", "H", "H", "H", "H", "H", "H", "H", "H", "H", "H", "H", "H", "H", "H", "H", "H", "H", "H", "H", "H", "H", "H", "H"],
  "xyz": [[5.3088, -11.6169, -13.2887], [-0.5803, -10.4703, -12.9226], [2.7923, -7.8405, -13.6741], [5.5150, -9.0308, -15.8219], [3.6269, -10.3567, -17.0123], [5.2329, -11.6458, -16.5092], [5.4608, -10.2694, -18.1774], [3.7023, -9.7742, -12.6950], [3.3627, -9.6421, -9.9994], [4.5391, -13.1306, -11.4684], [6.3332, -10.0982, -11.3510], [0.1616, -12.6538, -12.4374], [2.7217, -7.3319, -11.3705], [2.7597, -11.7078, -13.0134], [4.2242, -8.4963, -15.1731], [6.4242, -9.5987, -14.8318], [1.6758, -12.1386, -15.5267], [5.9877, -7.9137, -16.7030], [1.7740, -9.8475, -13.4966], [0.8425, -9.5805, -16.6317], [2.7680, -10.4862, -13.0700], [0.5645, -14.1644, -10.6630], [3.2693, -9.8821, -7.6716], [4.8887, -10.4462, -17.0128], [0.1730, -12.7179, -11.0238], [8.1132, -8.6180, -10.7703], [4.2619, -14.0214, -10.3804], [5.4122, -14.9763, -10.0808], [2.9313, -6.0079, -9.5051], [6.6490, -8.7799, -11.1552], [2.1573, -6.1978, -10.8179], [2.1662, -13.4151, -15.8517], [1.8365, -13.6307, -17.3752], [3.5718, -10.5905, -8.9811], [4.0082, -6.0534, -9.6673], [8.5028, -9.3825, -10.0981], [6.2891, -8.2483, -12.0360], [0.8785, -11.9849, -10.6325], [0.7700, -13.4428, -17.4996], [5.2449, -15.4772, -9.1272], [8.3627, -7.6478, -10.3406], [3.4255, -14.6688, -10.6438], [-0.1272, -9.3374, -16.4880], [1.0820, -12.5300, -12.6808], [2.3232, -5.3795, -11.5186], [2.8886, -8.0208, -10.7232], [2.9373, -11.4767, -8.9668], [2.4820, -13.0971, -18.0728], [3.8664, -9.0027, -7.4301], [5.4768, -15.8089, -10.7813], [1.4256, -14.4508, -11.2669], [3.6953, -12.8842, -11.8543], [8.8107, -8.7882, -11.5905], [2.2916, -9.4001, -7.6648], [0.8088, -14.1956, -9.6012], [0.9372, -9.7248, -17.6268], [1.1066, -6.3680, -10.5827], [4.6178, -10.8971, -8.9868], [5.9814, -8.4748, -10.3494], [5.4098, -10.2051, -11.1113], [1.7081, -14.1527, -15.1927], [6.4552, -14.6868, -9.9523], [2.0659, -14.6621, -17.6428], [1.2012, -10.3646, -16.1058], [2.6712, -6.8015, -8.8046], [-0.7989, -12.3848, -10.6599], [3.9075, -13.5050, -9.4883], [-0.2229, -14.8623, -10.9474], [1.9609, -11.8467, -14.6577], [3.3362, -10.4764, -6.7603], [3.4272, -10.0796, -10.8515], [1.2984, -8.7338, -16.3228], [2.6037, -5.0267, -9.1614], [3.2239, -13.3672, -15.5926]],
  "forces_ev_per_angstrom": [[0.68, 0.50, 0.04], [0.21, 0.35, -0.39], [0.90, -2.66, 1.24], [-0.25, 4.40, -0.67], [-3.28, -0.05, -1.02], [0.01, 0.04, -0.19], [-0.45, -0.27, -0.38], [3.61, 1.99, 1.15], [-0.45, -0.15, -0.34], [0.14, -0.13, 0.40], [-0.22, -3.15, -0.51], [-0.77, 0.64, -0.53], [0.14, -1.26, -3.50], [0.20, -4.01, 0.07], [0.32, -1.09, -0.37], [-0.90, -0.34, -0.84], [-1.24, 1.57, -0.51], [-0.56, -3.40, 1.76], [-3.01, 2.30, -1.98], [-0.60, 1.21, -0.60], [-1.08, 1.35, 0.11], [-0.34, 0.95, 0.17], [-0.17, 1.01, 0.90], [3.77, 1.03, 2.28], [0.23, -0.99, 0.37], [0.73, -0.13, -0.47], [0.53, -0.91, 0.05], [0.40, -0.96, 0.45], [-0.85, 0.92, -0.51], [-0.12, 1.50, 0.80], [0.77, 0.28, 1.96], [0.31, 0.29, -1.09], [0.81, -0.88, 1.50], [0.44, 0.61, 2.10], [-0.06, 0.28, -0.10], [-0.78, -0.07, 0.54], [0.68, 0.63, -0.21], [0.34, -0.01, 0.14], [0.14, 0.06, -0.28], [-0.50, 0.04, 0.16], [-0.27, 0.05, -0.07], [-0.05, 0.00, -0.24], [-0.71, -0.65, 0.58], [0.66, 0.08, -0.54], [-0.27, 0.09, 0.13], [0.09, -0.60, 0.47], [-0.22, -0.03, -0.82], [-0.23, 0.67, 0.32], [0.77, -0.12, -0.52], [-0.28, 0.17, -0.36], [0.16, 0.13, 0.16], [-0.37, 0.25, -0.17], [-0.33, 0.36, -0.58], [-0.49, -0.55, -0.29], [-0.04, -0.46, 0.00], [0.51, -0.10, -0.44], [-0.20, 0.32, -0.30], [0.09, -0.28, -0.06], [0.29, 0.69, 0.40], [0.01, -0.03, 0.03], [-0.21, -0.27, -0.29], [-0.21, 1.13, -0.31], [-0.38, -0.23, 0.15], [0.04, -1.34, 0.63], [-0.15, 0.16, 0.11], [-0.15, -0.44, 0.04], [0.42, 0.45, 0.05], [-0.11, 0.10, 0.32], [0.26, -0.39, 0.56], [-0.04, -0.46, -0.31], [0.06, 0.06, -0.55], [0.89, 0.44, -0.02], [0.41, -0.07, 0.72], [0.33, -0.59, -0.51]],
  "mulliken_spin": [0.012, 0.554, 3.407, -0.004, -0.002, 0.000, 0.000, -0.107, 0.012, 0.002, 0.001, -0.034, -0.053, 0.088, -0.072, 0.000, -0.013, 0.000, -0.228, 0.132, 0.221, 0.008, 0.000, 0.006, 0.018, 0.000, -0.001, 0.000, 0.006, 0.002, 0.017, 0.000, -0.002, 0.003, 0.000, 0.000, 0.005, 0.002, 0.000, 0.000, 0.000, 0.000, -0.023, -0.008, 0.011, 0.015, 0.000, 0.000, 0.000, 0.000, -0.001, 0.001, 0.000, 0.000, 0.000, -0.001, -0.007, 0.000, 0.000, 0.001, 0.000, 0.000, 0.000, -0.029, 0.000, -0.014, 0.000, 0.000, 0.013, 0.000, 0.028, 0.028, 0.000, 0.002],
  "homo_ev": [-8.1, -12.3],
  "spin_multiplicity": 5,
  "gap_ev": [3.889, 8.595],
  "total_charge": 1,
  "s_squared": 6.005,
  "lumo_ev": [-4.190, -3.683]
}

Entry 2:
{
  "formula": "C11H11Cl3N4O6SSr",
  "method": "wB97M-V/def2-TZVPD",
  "species": ["Sr", "Cl", "Cl", "Cl", "S", "O", "O", "O", "O", "O", "O", "N", "N", "N", "N", "C", "C", "C", "C", "C", "C", "C", "C", "C", "C", "C", "H", "H", "H", "H", "H", "H", "H", "H", "H", "H", "H"],
  "xyz": [[0.1584, -0.0124, 0.2383], [-2.1963, 2.4176, 1.3000], [2.3131, -1.8505, -0.0490], [-0.5869, 0.9120, 3.2016], [-2.5963, -1.3818, 0.5742], [1.0513, -2.4017, -0.5418], [2.0535, -1.4191, 1.3268], [3.3748, -2.7769, -0.1297], [0.5911, 2.1941, -0.7794], [-0.6296, 0.6366, -3.5121], [2.5543, -0.6354, -0.8121], [-2.5458, -1.2028, -2.0663], [-0.3204, 0.8999, -2.3251], [-4.1639, 0.1003, -1.0140], [0.3498, 1.9645, -2.0724], [-3.8929, 0.1409, -3.4043], [-3.1488, -0.7657, -0.9132], [-2.8681, -0.7570, -3.2891], [1.5669, 3.6423, -5.1702], [-4.5113, 0.5252, -2.2186], [1.0971, 2.6349, -4.3394], [0.8009, 2.9459, -3.0182], [-2.2353, 1.4574, 2.7770], [0.9778, 4.2320, -2.5243], [1.7295, 4.9351, -4.6965], [1.4350, 5.2268, -3.3712], [-2.3041, -1.1508, -4.1179], [0.7700, 4.4223, -1.4825], [1.8085, 3.4077, -6.1985], [1.5701, 6.2308, -2.9913], [-2.6006, 2.0659, 3.5945], [0.9688, 1.6323, -4.7090], [-2.8427, 0.5772, 2.5983], [-1.7965, -1.8755, -1.9589], [-5.3338, 1.2326, -2.2423], [-4.1890, 0.5351, -4.3626], [2.0923, 5.7132, -5.3554]],
  "forces_ev_per_angstrom": [[-0.34, 0.68, -0.07], [0.01, -0.04, -0.04], [0.16, -0.07, -0.14], [-0.03, -0.10, 0.03], [0.21, 0.14, -0.16], [0.04, -0.06, -0.01], [0.08, -0.11, 0.07], [-0.10, 0.08, 0.02], [-0.09, -0.22, 0.04], [-0.02, -0.02, 0.01], [0.08, -0.14, 0.01], [0.00, -0.05, 0.02], [0.05, -0.05, 0.04], [-0.03, 0.08, -0.12], [-0.04, -0.06, 0.08], [0.08, -0.09, -0.12], [-0.03, -0.12, 0.17], [-0.08, 0.08, -0.05], [0.01, 0.03, 0.01], [-0.01, 0.09, 0.21], [0.02, 0.00, -0.06], [-0.04, -0.09, 0.11], [-0.01, 0.03, -0.05], [0.03, 0.06, -0.02], [0.00, 0.00, -0.01], [-0.01, -0.02, 0.00], [0.02, -0.01, 0.01], [0.00, 0.00, 0.00], [0.00, 0.00, 0.00], [0.00, 0.00, 0.00], [0.03, 0.01, 0.00], [0.01, 0.01, 0.01], [0.02, -0.01, -0.01], [0.01, 0.00, 0.01], [-0.02, -0.02, 0.00], [0.00, -0.01, 0.00], [0.00, 0.00, 0.00]],
  "nbo_charge": [1.770, -0.001, 2.507, -0.053, -0.383, -0.901, -0.907, -0.763, -0.749, -0.547, -0.874, -0.519, 0.061, -0.470, 0.130, -0.344, 0.274, 0.171, -0.211, 0.144, -0.224, 0.144, -0.396, -0.223, -0.204, -0.210, 0.250, 0.247, 0.216, 0.216, 0.231, 0.250, 0.255, 0.446, 0.208, 0.246, 0.214],
  "homo_ev": -8.1,
  "de_lowest_kcal_mol": 23.6,
  "gap_ev": 7.407,
  "lumo_ev": -0.677
}

Entry 3:
{
  "formula": "C4H12",
  "method": "wB97M-V/def2-TZVPD",
  "species": ["C", "C", "C", "C", "H", "H", "H", "H", "H", "H", "H", "H", "H", "H", "H", "H"],
  "xyz": [[-1.9559, 1.5593, -0.0317], [1.7171, -2.3812, 0.1061], [-1.0928, 2.2405, 0.9863], [1.3241, -1.4264, -1.0378], [-2.3694, 0.6682, 0.3607], [-0.7171, 3.2227, 0.5658], [-0.3124, 1.6756, 1.4409], [-1.7321, 2.4024, 1.8813], [2.3060, -1.8473, 0.7588], [-1.2181, 1.1834, -0.9520], [2.3890, -3.1374, -0.1731], [-2.8246, 1.9701, -0.4691], [0.9582, -2.8374, 0.7838], [1.9815, -0.5547, -1.4862], [1.2481, -2.0380, -1.9028], [0.2986, -0.6998, -0.8311]],
  "forces_ev_per_angstrom": [[3.34, -2.46, -2.73], [-1.05, 1.00, 0.26], [-1.54, 2.38, 0.49], [-2.08, 3.24, -0.28], [-0.10, -1.34, 0.60], [-0.24, -1.06, 0.87], [0.90, -0.73, -0.50], [0.25, 0.66, -0.45], [1.34, 1.46, 1.91], [-2.08, 0.93, 2.06], [0.60, -1.28, -1.01], [-0.52, 1.63, -0.36], [-0.08, 0.47, -1.15], [-0.23, -1.88, 1.81], [-1.06, -0.34, -0.99], [2.55, -2.68, -0.54]],
  "nbo_charge": [-0.595, -0.626, -0.615, -0.621, 0.200, 0.205, 0.213, 0.200, 0.204, 0.179, 0.206, 0.214, 0.215, 0.217, 0.202, 0.202],
  "homo_ev": -11.0,
  "de_lowest_kcal_mol": 42.0,
  "smiles": "CC.CC",
  "gap_ev": 12.053,
  "lumo_ev": 1.086
}

Entry 4:
{
  "formula": "C4H6N2O",
  "method": "wB97M-V/def2-TZVPD",
  "species": ["O", "N", "N", "C", "C", "C", "C", "H", "H", "H", "H", "H", "H"],
  "xyz": [[1.1673, 1.7980, 0.1132], [0.1989, -0.3880, -0.1275], [-1.0594, -1.0483, -0.0388], [-1.9006, -0.0396, 0.1247], [0.1886, 0.9676, -0.1715], [-1.2354, 1.2732, 0.0089], [1.2027, -1.3783, 0.0728], [-2.9542, -0.0956, -0.0376], [1.9870, -1.3694, -0.6928], [2.1249, 1.3443, -0.2851], [0.6372, -2.2419, -0.0053], [-1.9584, 2.2338, -0.0573], [1.6014, -1.0556, 1.0964]],
  "forces_ev_per_angstrom": [[5.69, -1.65, -2.24], [-1.59, -1.27, -0.94], [0.70, 2.50, 0.21], [2.03, 2.80, -1.89], [-5.99, -0.98, 1.93], [-1.25, -0.29, -0.40], [2.48, 3.04, 1.29], [-0.53, -0.61, 0.56], [0.02, 0.11, 0.19], [-3.95, 2.08, 1.71], [-0.34, -2.03, 0.48], [2.63, -2.13, 0.24], [0.11, -1.57, -1.14]],
  "nbo_charge": [-0.627, -0.222, -0.301, -0.031, 0.449, -0.424, -0.412, 0.205, 0.191, 0.483, 0.252, 0.238, 0.200],
  "homo_ev": -8.3,
  "de_lowest_kcal_mol": 82.0,
  "smiles": "Cn1nccc1O",
  "gap_ev": 8.583,
  "lumo_ev": 0.240
}

| no. | molecular weight (g mol⁻¹) |
| --- | --- |
| 1 | 770.2 |
| 2 | 521.3 |
| 3 | 60.1 |
| 4 | 98.1 |